No. 1
Here is C24H44B2CaF8N8 as an isolated structure at a distorted geometry from the OMol25 dataset. Energies are from the ωB97M-V functional and the def2-TZVPD basis.

```
87
Properties=species:S:1:pos:R:3:forces:R:3:mulliken_charge:R:1
Ca 2.397 3.566 2.835 1.9 0.7 -0.5 1.58
C -0.873 6.183 -0.822 -1.9 -1.2 -0.3 -1.04
C -1.713 4.887 -1.075 0.4 -0.2 3.1 -0.18
N -1.764 4.361 -2.368 0.2 -0.3 -2.6 0.21
C -2.714 4.666 -3.345 1.5 -1.5 -1.2 -0.37
C -2.220 4.098 -4.513 -0.5 0.6 1.5 -0.37
N -1.006 3.497 -4.220 -2.9 2.0 2.2 0.21
C -0.753 3.652 -2.903 -0.7 0.6 -1.5 -0.64
C -0.252 2.865 -5.182 2.3 -2.1 -1.5 -0.69
H 0.072 6.177 -1.366 -0.2 0.2 0.1 0.33
H -0.738 6.184 0.260 0.2 0.4 -0.1 0.32
H -1.577 6.966 -1.104 0.8 0.6 0.0 0.40
H -2.737 4.908 -0.703 -0.1 0.8 -0.1 0.50
H -1.325 4.087 -0.443 0.4 -0.1 0.0 -0.34
H -3.686 5.107 -3.185 0.3 0.3 0.3 0.48
H -2.698 4.073 -5.482 0.3 -0.1 0.0 0.46
H 0.179 3.340 -2.455 -0.2 0.2 0.3 0.77
H 0.270 2.035 -4.705 0.1 -0.2 -0.1 0.21
H 0.542 3.490 -5.590 -0.3 0.2 -0.3 0.32
H -0.893 2.432 -5.951 0.2 0.3 -0.1 0.34
C 3.441 -0.514 1.148 -1.1 -0.7 -0.1 -0.97
C 2.424 -1.576 0.549 1.2 0.4 1.6 -0.17
N 2.624 -1.829 -0.832 1.2 -1.0 -3.5 0.31
C 2.694 -0.832 -1.835 -0.3 -1.6 0.2 -0.39
C 2.860 -1.467 -3.042 0.1 -0.8 1.5 -0.69
N 2.957 -2.852 -2.767 -0.4 0.4 2.1 0.08
C 2.805 -3.060 -1.423 -0.5 3.4 -0.8 -0.18
C 3.106 -4.029 -3.616 0.4 -0.8 -0.8 -0.85
H 3.594 0.320 0.463 -0.1 0.1 0.4 0.35
H 4.418 -0.883 1.459 0.0 -0.6 -0.7 0.52
H 3.055 -0.205 2.120 -0.3 0.5 -0.3 0.04
H 1.361 -1.337 0.593 -0.1 0.6 0.7 -0.01
H 2.587 -2.507 1.092 -0.1 -0.2 -0.1 0.29
H 2.580 0.215 -1.599 0.1 -0.1 0.0 0.59
H 2.924 -0.991 -4.009 0.2 -0.5 -0.1 0.50
H 2.666 -3.969 -0.857 0.5 -0.2 -0.4 0.42
H 2.204 -4.637 -3.552 -0.1 0.2 -0.3 0.35
H 3.918 -4.674 -3.281 0.1 0.3 0.4 0.36
H 3.381 -3.794 -4.645 -0.4 0.3 0.1 0.37
C -2.372 -0.731 -4.076 1.0 0.6 0.7 -1.21
C -1.058 -1.006 -3.213 -2.7 -1.2 -1.0 -0.32
N -1.402 -1.102 -1.773 -0.5 -0.8 2.5 0.41
C -1.440 -0.049 -0.885 -0.9 -0.9 1.6 -0.69
C -1.975 -0.500 0.336 1.1 -1.2 -1.7 -0.90
N -2.171 -1.922 0.208 0.6 2.3 -3.2 0.22
C -1.836 -2.215 -1.087 0.5 1.3 -0.3 -0.22
C -2.552 -2.912 1.209 0.6 0.0 -0.3 -0.88
H -2.853 0.210 -3.809 0.3 0.3 -0.1 0.33
H -3.181 -1.456 -3.981 0.5 -0.5 0.1 0.39
H -2.019 -0.685 -5.106 -0.3 0.0 -0.1 0.40
H -0.272 -0.286 -3.441 0.0 -0.2 0.5 0.15
H -0.816 -2.028 -3.506 0.7 0.2 0.0 0.30
H -1.023 0.909 -1.160 -0.4 0.0 0.2 0.71
H -2.127 0.026 1.267 -0.1 0.0 -0.2 0.71
H -1.802 -3.182 -1.567 -0.4 -0.2 0.3 0.48
H -3.406 -2.584 1.801 0.1 0.0 -0.1 0.39
H -1.633 -3.078 1.771 -0.2 -0.2 0.6 0.35
H -2.774 -3.855 0.709 -0.2 0.1 0.0 0.31
C -2.277 -5.066 4.742 0.2 -2.8 -2.7 -1.23
C -2.327 -4.051 5.755 -1.8 0.1 0.7 -0.01
N -1.893 -2.816 5.133 2.2 6.2 -0.9 0.27
C -2.563 -1.588 5.078 -0.7 -3.2 1.0 -0.21
C -1.725 -0.569 4.617 2.9 0.2 -1.1 -0.17
N -0.460 -1.099 4.404 -3.9 -1.3 0.9 0.31
C -0.634 -2.459 4.672 0.5 0.0 0.8 -0.32
C 0.719 -0.432 3.857 0.5 -0.3 -1.2 -0.43
H -2.772 -4.841 3.797 -0.3 0.7 0.1 0.26
H -2.814 -5.978 5.003 0.4 -0.1 0.6 0.39
H -1.270 -5.327 4.416 0.2 -0.3 0.4 0.40
H -1.790 -4.326 6.663 0.2 0.6 0.1 0.30
H -3.379 -3.845 5.954 0.0 0.0 0.7 0.26
H -3.597 -1.519 5.383 -0.2 0.1 0.1 0.52
H -1.956 0.446 4.329 -0.2 0.2 0.3 0.59
H 0.212 -3.128 4.610 0.0 -0.3 0.0 0.46
H 1.059 -1.016 3.002 0.2 -0.4 0.2 0.06
H 1.527 -0.342 4.583 -0.3 0.1 0.1 0.42
H 0.445 0.487 3.339 -0.3 0.2 0.7 0.05
B 0.703 2.392 0.886 -1.7 0.9 -1.2 1.19
F -0.624 2.316 1.329 0.1 -0.2 -0.2 -0.35
F 0.949 1.830 -0.307 -0.4 -0.5 -1.6 -0.14
F 1.135 3.728 0.913 0.0 1.3 0.2 -0.69
F 1.509 1.802 1.795 1.3 -2.0 2.8 -0.38
B 4.913 2.759 1.740 2.6 -1.3 -2.1 0.63
F 4.004 1.912 2.452 -1.3 -0.2 1.2 -0.45
F 4.873 2.449 0.408 -1.0 -0.7 -0.8 -0.39
F 4.488 4.023 1.916 -3.4 3.6 1.0 -0.43
F 6.143 2.751 2.186 2.0 -1.1 1.4 -0.25
```
Positions in Å, forces in eV/Å.

## Properties
E_LUMO (spin up / spin down) = -14.97 / -18.84 eV
net charge = +5
multiplicity = 2
HOMO-LUMO gap (spin up / spin down) = 5.72 / 1.85 eV
expectation value of S² = 0.764
HOMO level (spin up / spin down) = -20.7 / -20.7 eV

***

No. 2
Here is C24H33F6NOPdSb2Si as an isolated structure at a distorted geometry from the OMol25 dataset. Energies are from the ωB97M-V functional and the def2-TZVPD basis.

```
69
Properties=species:S:1:pos:R:3:forces:R:3:mulliken_charge:R:1
Pd 0.794 -0.506 1.375 -0.9 0.0 0.5 0.08
C -2.898 3.006 -2.121 -0.4 0.1 -0.1 -1.28
Sb -2.457 1.132 -3.126 -1.4 1.0 -0.5 0.78
C -3.126 1.883 -5.095 1.9 -0.7 -0.2 -1.06
C -0.320 1.692 -3.340 1.5 -0.9 0.4 -1.13
C 0.212 0.840 -4.392 -0.5 0.8 0.6 1.12
C 0.463 1.425 -5.667 0.1 0.0 -0.2 -0.77
C 1.054 0.740 -6.690 -0.7 -1.3 0.3 -0.68
C 1.284 -0.668 -6.524 0.0 1.7 1.2 -0.66
C 1.133 -1.180 -5.256 -0.3 -0.8 1.4 -0.64
C 0.502 -0.540 -4.171 1.4 0.5 -1.1 1.10
C 0.254 -1.202 -2.895 0.0 -1.0 1.1 -1.69
Sb 1.550 -1.020 -1.035 0.7 -1.0 -1.3 1.10
C 3.358 -0.125 -1.775 0.2 -0.1 -0.6 -1.31
C 2.056 -3.125 -0.739 -0.1 0.8 0.0 -1.27
H -3.277 3.798 -2.794 0.5 -0.5 0.1 0.39
H -2.041 3.350 -1.539 -0.1 0.0 -0.2 0.31
H -3.711 2.815 -1.425 0.0 -0.1 0.2 0.44
H -2.224 1.909 -5.793 -1.2 -0.1 0.9 0.24
H -3.504 2.877 -4.972 -0.2 0.5 0.1 0.37
H -3.876 1.229 -5.509 -0.2 -0.2 -0.1 0.38
H 0.103 1.490 -2.306 -0.7 0.3 -1.2 -0.06
H -0.411 2.743 -3.602 0.2 0.1 0.1 0.79
H 0.190 2.464 -5.773 0.2 0.2 -0.2 0.46
H 1.277 1.181 -7.628 0.1 0.5 -0.6 0.46
H 1.634 -1.325 -7.284 0.4 -0.1 -0.7 0.46
H 1.552 -2.142 -5.030 -0.2 -0.7 -0.2 0.46
H 0.228 -2.294 -2.972 0.3 0.1 -0.4 0.70
H -0.728 -0.984 -2.493 -0.2 0.4 0.1 0.21
H 3.343 -0.143 -2.884 0.1 -0.3 0.6 0.46
H 4.260 -0.634 -1.363 -0.8 0.3 -0.3 0.41
H 3.371 0.927 -1.501 0.0 -0.1 0.2 0.37
H 1.153 -3.743 -0.857 0.5 0.2 0.1 0.40
H 2.486 -3.171 0.274 -0.4 -0.1 -0.4 0.37
H 2.836 -3.377 -1.447 0.0 -0.3 -0.2 0.40
C -2.930 -1.272 4.142 -0.8 -0.5 -0.5 -1.17
Si -1.593 -1.810 2.927 -0.8 -0.8 1.6 0.11
C -0.780 -3.425 3.397 0.8 -0.5 -1.0 -1.00
C -2.550 -1.736 1.309 0.7 0.3 -1.1 -0.86
N -0.241 -0.667 3.224 -0.3 1.2 -0.4 0.36
C -0.091 0.180 4.251 -0.4 -0.2 1.5 0.33
C -0.039 -0.351 5.624 -0.2 1.6 -0.5 -0.24
C -0.054 0.513 6.714 -0.2 -0.4 -0.2 -0.63
C -0.285 1.927 6.550 0.1 -2.4 0.0 -0.37
C -0.406 2.418 5.272 0.7 2.0 -0.5 -0.74
C -0.128 1.639 4.194 0.2 -1.5 -1.3 0.27
F 0.000 2.197 2.972 -0.3 0.0 0.7 -0.15
H -3.948 -1.406 3.703 0.7 0.1 0.1 0.41
H -2.854 -0.227 4.411 0.1 0.3 0.2 0.37
H -2.970 -1.871 5.043 0.3 0.0 0.4 0.36
H 0.044 -3.203 4.126 -1.0 -0.5 -0.4 0.31
H -0.283 -3.948 2.526 -0.4 0.6 0.7 0.28
H -1.529 -4.147 3.743 0.3 0.2 0.3 0.40
H -3.388 -2.485 1.264 0.8 0.8 0.3 0.41
H -1.954 -1.853 0.381 -0.2 -0.3 0.4 0.08
H -2.915 -0.696 1.229 -0.4 -0.5 0.2 0.27
H 0.034 -1.428 5.685 0.0 0.1 0.4 0.37
H 0.049 0.085 7.723 -0.1 0.3 -0.6 0.41
H -0.365 2.560 7.407 -0.1 0.3 0.3 0.46
H -0.516 3.506 5.093 0.0 -0.8 0.1 0.44
F 3.601 -1.201 1.241 -0.6 0.3 0.3 -0.24
C 2.811 -0.321 1.960 1.6 -0.1 0.5 0.31
F 2.848 -0.743 3.260 -0.4 0.0 -0.7 -0.21
C 3.553 1.018 1.947 1.9 0.4 0.2 0.57
F 4.787 0.892 2.534 -1.3 -0.1 -0.6 -0.24
F 3.774 1.438 0.689 -0.4 -0.1 0.3 -0.21
F 2.901 1.957 2.609 -0.4 0.0 0.0 -0.19
O -0.652 2.101 0.401 0.1 -3.0 0.8 -0.18
C -0.452 1.040 0.799 0.1 3.7 -1.1 0.17
```
Positions in Å, forces in eV/Å.

## Properties
E_LUMO (spin up / spin down) = -5.43 / -9.14 eV
net charge = +2
multiplicity = 5
ΔE to the lowest compared entry with this formula, charge and spin = 0.400 eV
HOMO-LUMO gap (spin up / spin down) = 7.48 / 5.12 eV
expectation value of S² = 6.067
HOMO level (spin up / spin down) = -12.9 / -14.3 eV

***

No. 3
Here is a 2-piece molecular cluster, C6H13NO overall from the OMol25 dataset. Energies are from the ωB97M-V functional and the def2-TZVPD basis.

```
21
Properties=species:S:1:pos:R:3:forces:R:3:mulliken_charge:R:1
C -0.308 0.011 1.153 0.1 -0.2 -0.6 -0.77
N -1.723 -0.252 1.188 0.1 -0.4 -0.1 -0.26
C -2.628 0.641 0.550 -0.2 0.6 0.1 -0.57
C -3.217 0.379 -0.667 0.6 -0.1 0.2 -0.07
O -4.026 1.096 -1.306 -0.2 0.0 -0.3 -0.75
C 0.234 -0.111 -0.284 0.6 0.3 0.4 -0.10
C 2.643 -0.420 -1.136 -0.4 -0.1 -0.2 -1.25
C 1.662 0.466 -0.378 0.1 -0.2 0.7 -0.63
H 0.215 -0.767 1.727 -0.1 0.1 0.2 0.34
H 0.016 0.987 1.559 -0.2 0.1 0.1 0.24
H -2.034 -0.658 2.055 0.0 0.1 0.1 0.19
H -2.806 1.643 0.956 0.1 -0.1 0.3 0.32
H 2.621 -1.591 1.103 0.0 -0.2 0.3 0.06
H -2.827 -0.575 -1.113 -0.4 -0.1 -0.1 0.25
H 0.280 -1.181 -0.497 -0.2 0.0 -0.4 0.12
H -0.451 0.407 -0.946 -0.1 -0.2 -0.2 0.32
H 2.618 -1.391 -0.629 0.3 -0.1 -0.2 0.25
H 3.664 -0.041 -1.142 0.1 0.0 0.1 0.32
H 2.359 -0.635 -2.167 -0.2 0.2 -0.1 0.32
H 1.688 1.512 -0.690 -0.1 -0.1 -0.3 0.39
H 2.022 0.481 0.661 0.2 0.2 -0.1 0.29
```
Positions in Å, forces in eV/Å.

## Properties
E_LUMO (spin up / spin down) = 3.65 / 1.71 eV
net charge = -1
multiplicity = 2
ΔE to the lowest compared entry with this formula, charge and spin = 2.575 eV
HOMO-LUMO gap (spin up / spin down) = 5.78 / 3.82 eV
expectation value of S² = 0.751
HOMO level (spin up / spin down) = -2.1 / -2.1 eV

***

No. 4
Here is C37H59F9IN3O8PS2 as an isolated structure at a distorted geometry from the OMol25 dataset. Energies are from the ωB97M-V functional and the def2-TZVPD basis.

```
120
Properties=species:S:1:pos:R:3:forces:R:3:mulliken_charge:R:1
C 2.740 1.267 0.202 0.0 0.4 0.4 -0.81
C 1.339 0.787 0.937 1.1 -0.6 0.0 -0.31
C 1.517 -0.852 1.213 0.4 1.2 1.5 -0.12
C 0.305 -1.362 2.190 -0.5 0.6 -0.1 -0.93
C -0.621 -2.571 1.578 -1.5 0.1 2.1 -0.45
N 0.111 -3.552 0.689 -1.5 -0.8 -3.6 0.84
C 1.403 -4.249 1.139 1.3 0.2 0.5 -0.38
C 1.205 -5.830 1.526 -5.9 -3.0 1.3 0.11
O 0.062 -6.430 1.870 7.5 4.6 -2.4 -0.45
I 3.048 -7.082 1.401 -1.4 1.2 0.1 0.10
C -0.378 -3.865 -0.555 1.4 -0.3 -1.1 -1.82
N 0.305 -4.877 -1.448 -0.7 0.3 2.1 0.64
C 1.117 -4.367 -2.617 0.0 0.1 -2.7 -0.58
O 1.800 -3.079 -2.381 0.3 -0.5 -2.3 0.22
C 2.424 -2.613 -3.662 2.1 1.4 -4.4 0.10
C 4.056 -2.761 -3.974 -1.9 1.3 -2.1 -0.34
C 4.750 -2.230 -5.400 -3.9 0.7 -0.1 -0.43
C 3.859 -1.554 -6.614 -2.6 -1.3 4.6 -0.39
C 2.235 -1.397 -6.322 2.4 -1.7 2.6 -0.52
C 1.542 -1.931 -4.902 3.0 -0.1 -0.7 0.08
C -0.858 -5.824 -1.771 -0.2 0.0 3.0 -0.25
P -0.728 -6.891 -3.360 0.8 -3.2 -2.7 0.25
O 0.910 -7.501 -3.592 -1.7 1.0 3.7 -0.51
O -1.705 -8.328 -3.001 0.3 2.6 -0.8 -0.51
C -2.100 -4.717 -1.940 1.7 0.6 -1.5 -0.77
S -2.421 -4.818 -3.782 -1.7 2.2 -0.2 0.08
S -3.698 -5.389 -1.134 2.8 -7.9 5.0 1.26
O -3.277 -5.701 0.355 -1.5 2.6 -5.3 -0.68
O -4.022 -6.756 -1.775 0.4 5.5 0.6 -0.58
C -5.095 -4.153 -1.090 -1.1 3.5 2.9 0.62
F -5.402 -3.921 0.372 1.1 -0.9 -5.0 -0.26
F -4.559 -2.858 -1.584 -1.9 -3.9 1.1 -0.19
C -6.502 -4.631 -1.769 -2.8 -1.3 2.0 0.43
F -7.574 -3.757 -1.158 3.7 -2.7 -2.6 -0.25
F -6.878 -6.025 -1.320 1.7 4.7 -1.4 -0.24
C -6.539 -4.660 -3.401 -1.9 -1.9 -2.2 0.48
F -7.914 -5.164 -3.777 4.6 1.8 1.5 -0.27
F -5.587 -5.604 -4.041 -2.9 3.2 2.6 -0.20
C -6.369 -3.219 -4.152 -0.5 2.7 -3.6 0.62
F -4.946 -2.869 -4.498 -5.0 -1.2 1.7 -0.18
F -7.015 -2.066 -3.487 2.6 -4.3 -2.0 -0.21
F -7.058 -3.360 -5.489 2.5 0.5 4.7 -0.24
N -1.608 -3.426 -1.317 0.7 -1.2 1.0 1.02
C -1.508 -2.203 -2.199 -0.3 2.6 -0.7 0.20
C -1.425 -0.770 -1.340 -0.8 -0.6 -0.3 0.07
O -1.905 0.269 -2.310 2.6 1.1 1.4 -0.34
C -1.171 1.531 -2.128 -1.8 4.7 3.2 0.38
C 0.256 1.724 -2.934 -1.6 -0.2 0.1 -0.06
O -1.675 2.514 -1.364 3.0 -6.8 -4.9 -0.52
H 3.540 1.489 1.049 -1.7 -0.5 -1.8 0.33
H 2.581 2.255 -0.414 0.3 -2.0 1.2 0.03
H 3.193 0.433 -0.495 -1.1 1.6 1.3 0.27
H 0.369 1.018 0.324 1.9 -0.4 1.0 0.22
H 1.252 1.361 1.977 0.1 -1.4 -2.2 0.26
H 2.519 -0.933 1.856 -2.0 0.0 -1.6 0.40
H 1.656 -1.463 0.225 -0.4 1.2 1.8 -0.04
H 0.663 -1.639 3.295 -0.6 0.4 -2.6 0.34
H -0.421 -0.428 2.336 1.4 -2.2 -0.3 0.40
H -1.620 -2.196 1.051 2.5 -0.9 0.8 0.24
H -1.000 -3.201 2.519 0.8 1.1 -2.2 0.43
H 1.815 -3.716 2.124 -1.2 -1.1 -2.1 0.47
H 2.230 -4.079 0.299 -1.9 -0.7 1.9 0.43
H 1.919 -5.154 -2.955 -1.6 1.3 1.0 0.41
H 0.397 -4.195 -3.548 1.5 -0.5 1.8 0.10
H 4.772 -3.253 -3.162 -1.8 1.2 -1.9 0.27
H 5.908 -2.320 -5.582 -2.6 0.0 0.7 0.30
H 4.282 -1.153 -7.629 -0.7 -1.0 2.3 0.32
H 1.545 -0.888 -7.151 1.6 -1.3 2.2 0.29
H 0.366 -1.788 -4.843 2.8 -0.3 0.0 0.25
H -1.068 -6.533 -0.848 0.5 1.6 -1.6 0.53
H 1.339 -7.551 -2.682 -0.3 -0.4 -1.6 0.34
H -2.547 -8.257 -3.572 1.9 0.0 1.2 0.35
H -1.583 -3.910 -4.448 -0.5 -0.8 1.2 0.15
H -0.590 -2.182 -2.924 -1.5 -0.4 1.5 -0.55
H -2.471 -2.071 -2.892 2.0 -0.7 1.9 0.45
H -2.216 -0.737 -0.454 1.9 -0.3 -1.7 0.08
H -0.324 -0.572 -0.997 -2.1 -0.3 -0.5 -0.11
H 0.842 0.712 -2.877 -1.0 2.1 -0.2 0.07
H 0.803 2.639 -2.450 -1.0 -2.0 -0.9 -0.11
H -0.041 1.990 -4.058 0.7 -0.7 2.5 0.34
C 1.979 7.526 2.042 0.2 0.2 0.0 -0.87
C 0.719 7.513 1.191 -0.1 0.0 0.1 -0.61
C 0.042 6.142 1.139 -0.1 0.0 -0.2 -0.77
C 0.882 5.024 0.509 0.1 0.0 0.1 0.09
C 1.356 5.291 -0.922 -0.1 -0.1 0.1 -0.57
C 0.210 5.442 -1.911 0.0 0.0 -0.2 -1.28
H 2.745 6.853 1.644 0.0 0.1 0.1 0.25
H 2.406 8.534 2.071 0.0 -0.2 0.1 0.42
H 1.757 7.224 3.071 0.1 0.0 -0.1 0.02
H 0.955 7.866 0.182 -0.1 0.0 0.0 0.25
H 0.009 8.236 1.611 0.1 -0.1 -0.1 0.40
H -0.904 6.238 0.592 0.1 -0.1 0.1 0.41
H -0.229 5.839 2.157 0.0 0.0 0.0 0.25
H 0.291 4.099 0.522 0.0 0.0 -0.1 0.07
H 1.758 4.827 1.138 0.0 0.0 0.0 0.30
H 1.984 4.450 -1.242 0.1 0.1 0.0 0.25
H 1.993 6.180 -0.957 0.0 0.0 0.1 0.40
H -0.413 4.541 -1.927 0.0 0.2 0.1 0.17
H 0.604 5.598 -2.921 -0.1 0.0 0.1 0.36
H -0.424 6.298 -1.668 0.0 -0.1 0.0 0.42
C 0.126 5.069 8.764 -0.2 -0.1 0.1 -1.19
C 1.490 4.596 8.286 0.1 0.1 0.1 -0.39
C 2.211 5.625 7.412 0.1 -0.1 -0.1 -0.91
C 1.501 5.978 6.100 -0.2 0.1 0.1 -0.61
C 1.217 4.793 5.173 0.1 0.2 -0.1 0.26
C 2.482 4.099 4.688 0.0 -0.2 -0.1 -0.81
H -0.557 5.250 7.928 0.0 0.0 0.1 0.28
H -0.332 4.310 9.408 0.0 0.2 -0.1 0.38
H 0.216 5.994 9.343 0.0 -0.1 -0.1 0.29
H 1.383 3.645 7.754 0.0 0.0 0.0 0.23
H 2.113 4.388 9.164 0.0 0.0 -0.1 0.38
H 3.219 5.253 7.192 -0.1 0.1 0.0 0.31
H 2.351 6.547 7.989 0.0 -0.1 0.0 0.43
H 2.113 6.713 5.563 0.0 -0.1 0.0 0.30
H 0.553 6.483 6.322 0.1 0.0 0.0 0.37
H 0.666 5.161 4.298 0.0 0.0 0.1 -0.29
H 0.564 4.066 5.664 0.0 0.0 0.0 0.38
H 3.130 4.799 4.150 0.0 -0.1 0.1 0.21
H 2.225 3.283 4.005 0.1 0.0 0.0 0.00
H 3.050 3.669 5.517 0.0 0.0 -0.1 0.41
```
Positions in Å, forces in eV/Å.

## Properties
E_LUMO = -4.74 eV
net charge = +1
ΔE to the lowest compared entry with this formula, charge and spin = 25.552 eV
HOMO-LUMO gap = 6.26 eV
HOMO level = -11.0 eV

***

Result set for molecular weight: 658.358, 843.548, 115.176, 1066.886 g mol⁻¹, one per record in the order listed.